[1]
{"formula": "C28H30N4O7P2RuSSb", "method": "wB97M-V/def2-TZVPD", "species": ["Ru", "C", "C", "N", "C", "S", "N", "N", "C", "C", "C", "C", "C", "C", "C", "N", "H", "H", "H", "H", "H", "H", "H", "H", "H", "H", "H", "H", "H", "O", "P", "O", "O", "O", "P", "O", "O", "O", "H", "H", "C", "C", "C", "C", "C", "C", "Sb", "C", "C", "C", "C", "C", "C", "C", "C", "C", "C", "C", "C", "H", "H", "H", "H", "H", "H", "H", "H", "H", "H", "H", "H", "H", "H", "H"], "coordinates": [[1.283, -1.585, -1.419], [-3.451, -2.488, -3.335], [-2.888, -3.882, -3.092], [-2.321, -4.053, -1.761], [-1.185, -3.367, -1.391], [0.065, -3.134, -2.601], [-1.060, -3.007, -0.158], [0.133, -2.311, 0.050], [0.713, -2.447, 1.274], [0.005, -3.182, 2.357], [2.007, -1.896, 1.404], [2.766, -1.789, 2.597], [3.988, -1.180, 2.566], [4.508, -0.675, 1.356], [3.754, -0.823, 0.217], [2.549, -1.410, 0.236], [-3.846, -2.399, -4.348], [-2.671, -1.735, -3.203], [-4.263, -2.267, -2.637], [-2.112, -4.107, -3.824], [-3.656, -4.648, -3.216], [-2.995, -4.065, -1.008], [-0.099, -4.238, 2.096], [-1.013, -2.806, 2.478], [0.533, -3.107, 3.303], [2.369, -2.164, 3.528], [4.556, -1.087, 3.483], [5.476, -0.201, 1.306], [4.077, -0.482, -0.759], [2.221, -2.223, -4.968], [2.612, -0.901, -4.168], [3.572, -0.062, -4.884], [2.853, -1.334, -2.715], [1.138, -0.156, -4.069], [0.609, 0.798, -2.899], [0.071, 2.074, -3.663], [1.714, 1.166, -1.948], [-0.488, 0.060, -2.140], [2.562, -2.177, -5.872], [-0.538, 1.877, -4.387], [1.531, 1.135, 4.960], [0.492, 0.304, 4.559], [0.095, 0.284, 3.232], [0.722, 1.110, 2.303], [1.760, 1.942, 2.707], [2.163, 1.951, 4.036], [0.040, 1.087, 0.295], [0.160, 3.112, -0.239], [1.400, 3.711, -0.445], [1.470, 5.053, -0.780], [0.304, 5.793, -0.936], [-0.931, 5.192, -0.764], [-1.006, 3.847, -0.416], [-2.017, 0.809, 0.643], [-2.618, 1.567, 1.649], [-3.963, 1.394, 1.937], [-4.705, 0.453, 1.235], [-4.103, -0.309, 0.246], [-2.759, -0.132, -0.058], [1.843, 1.146, 5.996], [-0.009, -0.329, 5.281], [-0.720, -0.363, 2.929], [2.257, 2.592, 1.997], [2.970, 2.602, 4.348], [2.313, 3.131, -0.393], [2.433, 5.517, -0.944], [0.361, 6.838, -1.212], [-1.841, 5.760, -0.906], [-1.977, 3.383, -0.293], [-2.045, 2.293, 2.215], [-4.430, 1.990, 2.710], [-5.755, 0.315, 1.461], [-4.681, -1.047, -0.297], [-2.299, -0.718, -0.841]], "lowdin_charge": [1.20, -0.09, -0.29, -0.03, -0.78, 0.71, 0.01, -0.23, -0.30, -0.03, -0.26, -0.03, -0.07, -0.06, -0.12, -0.07, 0.07, 0.05, 0.06, 0.08, 0.11, 0.12, 0.09, 0.08, 0.07, 0.10, 0.11, 0.10, 0.11, -0.13, 0.21, -0.26, -0.45, -0.29, 0.12, -0.08, -0.37, -0.43, 0.09, 0.10, -0.08, -0.08, -0.14, -0.35, -0.11, -0.08, 1.76, -0.35, -0.13, -0.07, -0.08, -0.08, -0.11, -0.35, -0.14, -0.08, -0.08, -0.07, -0.11, 0.10, 0.11, 0.10, 0.09, 0.11, 0.10, 0.11, 0.10, 0.10, 0.09, 0.11, 0.10, 0.10, 0.10, 0.06], "total_energy_ha": -3246.90759, "lumo_energy_ev": [0.52, -2.44], "spin_multiplicity": 6, "homo_ev": [-5.9, -8.1], "homo_lumo_gap_ev": [6.44, 5.66], "mol_weight_g_mol": 851.4}



[2]
{"formula": "CH7NO2", "method": "wB97M-V/def2-TZVPD", "species": ["C", "N", "H", "H", "H", "H", "H", "O", "H", "H", "O"], "coordinates": [[1.134, -0.122, 1.829], [0.339, 0.391, 0.892], [1.913, -0.861, 1.493], [0.888, 0.197, 2.928], [-0.425, 1.044, 1.364], [-1.818, 0.841, -0.771], [-2.175, -0.159, -1.920], [-2.506, 0.370, -1.249], [0.303, -0.154, -1.059], [1.375, -1.158, -1.757], [0.973, -0.391, -1.750]], "lowdin_charge": [0.10, 0.14, 0.13, 0.17, 0.18, 0.01, 0.00, 0.01, 0.05, 0.01, 0.22], "total_energy_ha": -247.06381, "lumo_energy_ev": [-5.81, -10.87], "total_charge": 1, "spin_multiplicity": 2, "homo_ev": [-15.5, -15.4], "homo_lumo_gap_ev": [9.66, 4.50], "mol_weight_g_mol": 65.1}



[3]
{"formula": "C6H11FO", "method": "wB97M-V/def2-TZVPD", "species": ["C", "C", "C", "C", "C", "C", "H", "H", "H", "H", "H", "H", "H", "H", "H", "H", "H", "O", "F"], "coordinates": [[0.290, 1.929, -0.921], [-0.093, 0.676, -0.059], [-1.606, 0.502, -0.204], [0.632, -0.597, -0.553], [0.828, -1.797, 0.296], [1.972, -1.009, -0.022], [-0.006, 1.755, -1.995], [-0.248, 2.808, -0.537], [1.362, 2.133, -0.778], [0.994, 0.693, 1.548], [-2.103, 1.167, 0.585], [-2.021, 0.703, -1.179], [0.489, -0.732, -1.589], [0.676, -2.829, -0.043], [0.463, -1.758, 1.328], [2.719, -1.365, -0.733], [2.426, -0.281, 0.703], [0.074, 0.867, 1.344], [-1.943, -0.828, 0.080]], "lowdin_charge": [-0.01, -0.51, -0.13, -0.22, -0.14, -0.14, 0.10, 0.08, 0.08, 0.07, 0.15, 0.12, 0.13, 0.12, 0.12, 0.11, 0.12, 0.00, -0.05], "total_energy_ha": -410.27039, "lumo_energy_ev": 0.91, "spin_multiplicity": 1, "homo_ev": -10.2, "smiles": "C[C@@](O)(CF)C1CC1", "homo_lumo_gap_ev": 11.06, "mol_weight_g_mol": 118.2}



[4]
{"formula": "C2H4LiO2Pm", "method": "wB97M-V/def2-TZVPD", "species": ["O", "C", "C", "O", "Pm", "Li", "H", "H", "H", "H"], "coordinates": [[-1.942, 0.911, 0.900], [0.031, -0.901, -0.090], [1.376, -0.421, -0.451], [0.444, 0.651, -0.225], [-0.015, 2.069, 1.654], [-3.121, 1.486, -0.484], [-0.539, -1.362, -0.899], [-0.043, -1.523, 0.805], [1.643, -0.420, -1.509], [2.167, -0.490, 0.300]], "lowdin_charge": [-0.49, 0.04, -0.09, -0.32, 2.37, 0.88, 0.15, 0.15, 0.16, 0.15], "total_energy_ha": -843.65862, "lumo_energy_ev": [-17.19, -15.65], "total_charge": 3, "spin_multiplicity": 6, "homo_ev": [-24.3, -24.3], "homo_lumo_gap_ev": [7.13, 8.64], "mol_weight_g_mol": 212.0}